Record 1
Density functional theory data (ωB97M-V/def2-TZVPD) for a molecular structure, C4H6N2OS.

Cartesian coordinates (Å):
C1 1.133 0.290 -0.704
C2 0.046 -0.647 -0.941
C3 -0.052 -0.381 1.412
C4 0.864 -0.798 0.320
H1 -0.708 2.043 0.011
H2 1.978 -0.016 -1.392
H3 0.047 -1.426 -1.748
H4 -1.437 0.716 -1.119
H5 -2.104 0.260 1.278
H6 1.503 -1.656 0.591
N1 -1.282 -0.137 -0.624
N2 -1.142 0.118 0.762
O1 0.154 -0.406 2.639
S1 1.000 2.040 -0.485

Values from the calculation:
HOMO energy = -9.1 eV
energy relative to the best compared isomer or geometry (same formula, charge and spin) = 107.2 kcal per mole

Here are the Mulliken charges for atoms 1 to 6, given in e:
1 C -0.10
2 C -0.15
3 C 0.39
4 C -0.30
5 H 0.15
6 H 0.32



Record 2
Density functional theory data (ωB97M-V/def2-TZVPD) for C4H5Br in the gas phase.

Cartesian coordinates (Å):
C1 1.000 0.835 -0.612
C2 -0.800 -0.107 0.338
C3 -0.087 1.175 0.392
C4 -0.901 -1.389 0.057
Br1 2.211 -0.543 -0.116
H1 0.833 0.866 -1.650
H2 0.389 1.176 1.397
H3 -0.676 1.976 0.310
H4 -0.226 -2.042 -0.516
H5 -1.743 -1.947 0.401

Values from the calculation:
HOMO energy (spin up / spin down) = -8.2 / -8.0 eV
energy relative to the best compared isomer or geometry (same formula, charge and spin) = 73.7 kcal per mole

Here are the Mulliken charges for atoms 1 to 6, given in e:
1 C -0.58
2 C -0.01
3 C -0.16
4 C -0.58
5 Br -0.13
6 H 0.43



Record 3
Density functional theory data (ωB97M-V/def2-TZVPD) for a molecular structure, C23H34Cl17F3NNbOP.

Cartesian coordinates (Å):
C1 2.902 -1.017 2.592
C2 3.340 0.248 2.462
Nb1 4.156 0.885 0.587
C3 2.510 0.388 -0.845
C4 2.229 -1.108 -1.039
C5 2.891 -1.733 -2.281
C6 2.035 -2.856 -2.882
C7 1.583 -3.915 -1.860
C8 0.213 -3.655 -1.194
C9 0.290 -3.773 0.334
C10 -1.076 -4.100 0.965
C11 -1.181 -3.685 2.440
C12 -1.960 -2.385 2.690
C13 -1.536 -1.224 1.766
C14 -2.679 -0.645 0.929
N1 -2.183 -0.060 -0.305
C15 -1.088 0.743 -0.420
C16 -0.916 1.039 -1.742
C17 -1.964 0.414 -2.450
C18 -2.736 -0.255 -1.538
P1 2.979 3.253 0.721
O1 2.177 3.439 -0.739
Cl1 1.364 3.219 2.036
C19 5.886 1.774 1.930
F1 6.578 0.863 2.680
F2 6.859 2.552 1.350
F3 5.344 2.637 2.886
H1 1.860 -1.229 2.841
H2 3.577 -1.847 2.412
H3 3.251 1.016 3.233
H4 5.324 1.398 -0.722
H5 4.869 -0.804 0.553
H6 2.678 0.886 -1.807
H7 1.625 0.870 -0.421
H8 1.150 -1.194 -1.215
H9 2.463 -1.686 -0.145
H10 2.988 -0.918 -3.002
H11 3.874 -2.126 -2.015
H12 2.667 -3.375 -3.610
H13 1.202 -2.436 -3.453
H14 2.353 -3.981 -1.088
H15 1.542 -4.878 -2.372
H16 -0.485 -4.433 -1.520
H17 -0.170 -2.672 -1.464
H18 0.992 -4.571 0.587
H19 0.673 -2.841 0.750
H20 -1.847 -3.621 0.353
H21 -1.209 -5.180 0.878
H22 -1.724 -4.477 2.962
H23 -0.200 -3.647 2.919
H24 -1.759 -2.083 3.719
H25 -3.029 -2.569 2.563
H26 -0.765 -1.556 1.075
H27 -1.089 -0.413 2.345
H28 -3.364 -1.447 0.657
H29 -3.207 0.124 1.497
H30 -0.491 1.013 0.436
H31 -0.112 1.639 -2.136
H32 -2.124 0.445 -3.515
H33 -3.618 -0.852 -1.698
H34 2.813 3.359 -1.460
C20 -5.655 3.075 -3.177
Cl2 -4.643 1.716 -2.693
Cl3 -7.351 2.581 -3.321
Cl4 -5.516 4.338 -1.944
Cl5 -5.099 3.697 -4.734
C21 -2.014 6.945 -4.489
Cl6 -0.367 7.208 -3.924
Cl7 -2.725 8.493 -4.976
Cl8 -1.989 5.852 -5.881
Cl9 -2.985 6.235 -3.206
C22 -2.285 -5.962 6.299
Cl10 -1.365 -5.655 7.775
Cl11 -3.517 -7.190 6.619
Cl12 -3.067 -4.473 5.768
Cl13 -1.195 -6.539 5.038
C23 -1.422 8.521 -0.100
Cl14 -1.400 6.783 -0.355
Cl15 -1.525 8.868 1.632
Cl16 0.055 9.241 -0.748
Cl17 -2.824 9.227 -0.920

Values from the calculation:
HOMO energy = -4.0 eV
charge = -1

Here are the Mulliken charges for atoms 1 to 6, given in e:
1 C -0.65
2 C 0.05
3 Nb -1.02
4 C -1.35
5 C 2.45
6 C -0.77



Record 4
Density functional theory data (ωB97M-V/def2-TZVPD) for 2 unconnected molecules or ions with the total composition C2H5NOS2.

Cartesian coordinates (Å):
C1 0.155 -0.939 -0.618
C2 -1.096 -0.573 -1.219
N1 0.789 0.864 0.937
O1 1.010 -1.718 -0.449
S1 -0.640 1.138 1.765
S2 1.959 -0.074 1.663
H1 -1.571 -1.391 -1.768
H2 -1.759 -0.218 -0.421
H3 -0.923 0.276 -1.883
H4 -0.827 2.342 1.206
H5 2.903 0.293 0.788

Values from the calculation:
HOMO energy (spin up / spin down) = -6.9 / -7.2 eV
energy relative to the best compared isomer or geometry (same formula, charge and spin) = 86.9 kcal per mole

Here are the Mulliken charges for atoms 1 to 6, given in e:
1 C 0.65
2 C -0.83
3 N -0.31
4 O -0.33
5 S -0.19
6 S -0.12



Which energy belongs to each record? In order, -20104.694 -74266.768 -259807.519 -27359.286 eV.